Record 1
119
Properties=species:S:1:pos:R:3 method="wB97M-V/def2-TZVPD" gap_ha=0.2709 e_homo_ev=-9.4578 charge=+1 spin_multiplicity=1 de_lowest_ev=29.765
N -25.2240 -22.5091 -39.7196
H -25.6723 -23.2252 -39.2429
H -24.3109 -22.2262 -39.3286
H -25.7615 -21.5856 -39.6254
H -25.1020 -22.8219 -40.7201
C -27.5528 -19.1906 -38.1996
C -26.4350 -18.3924 -38.9827
C -25.2534 -18.1254 -38.0872
O -25.7029 -17.3860 -37.0552
C -24.7695 -17.1298 -35.9803
N -26.0173 -19.2769 -40.0489
H -28.3825 -19.2408 -38.8496
H -27.8272 -18.5019 -37.4823
H -27.2344 -20.0293 -37.7938
H -26.9023 -17.4575 -39.3234
H -24.5549 -17.4499 -38.6466
H -24.7386 -19.0355 -37.7298
H -25.1862 -16.4458 -35.3185
H -23.7219 -16.6004 -36.4825
H -24.5817 -17.9445 -35.4584
H -25.6537 -18.7033 -40.5444
H -26.8045 -19.5163 -40.5381
C -22.4304 -19.9607 -40.8224
C -22.5503 -20.8674 -42.0133
C -21.7418 -22.1989 -41.9365
O -20.4411 -21.9546 -42.2821
C -19.6241 -23.1418 -42.1680
N -23.9725 -21.0318 -42.2857
H -21.7590 -19.2201 -41.3341
H -21.8237 -20.2381 -39.7925
H -23.2835 -19.3908 -40.5718
H -22.3938 -20.3836 -42.7936
H -22.0816 -22.9035 -42.5873
H -22.0034 -22.8133 -40.9609
H -20.0805 -23.7423 -42.7426
H -19.2043 -23.3336 -41.0923
H -18.7098 -22.8483 -42.6844
H -24.1157 -21.4300 -43.2626
H -24.4132 -20.0454 -42.1966
C -28.7950 -24.6123 -38.1041
C -27.8652 -24.2076 -36.9506
C -26.6464 -25.1623 -36.7115
O -27.2501 -26.2742 -35.8973
C -26.1989 -27.2212 -35.7039
N -27.3536 -22.8937 -37.3364
H -29.6136 -23.9294 -38.3990
H -29.1609 -25.5289 -37.7147
H -28.1524 -24.8007 -39.0370
H -28.4133 -23.9073 -35.9515
H -26.0579 -24.6894 -35.9536
H -26.3271 -25.3921 -37.7878
H -26.5187 -28.3093 -35.0924
H -25.5507 -26.9378 -34.8857
H -25.5265 -27.4798 -36.4838
H -26.9680 -22.5817 -36.5956
H -28.2399 -22.2355 -37.4230
C -22.6584 -25.5928 -39.4464
C -23.5331 -26.1099 -40.5959
C -24.6901 -26.9980 -39.9150
O -25.6181 -27.1674 -40.9742
C -26.8191 -27.7027 -40.4002
N -24.2583 -24.9445 -41.2738
H -23.3230 -25.1327 -38.5895
H -21.9759 -24.7268 -39.6684
H -22.0492 -26.3152 -39.0367
H -22.9632 -26.7919 -41.2786
H -25.0184 -26.3607 -39.1622
H -24.1796 -27.9274 -39.5579
H -27.2520 -27.0834 -39.6284
H -26.7270 -28.6149 -40.0719
H -27.5576 -27.8045 -41.1451
H -25.0011 -25.7401 -41.4758
H -23.8223 -24.7110 -42.1978
C -22.1773 -21.4204 -35.3069
C -22.3570 -21.7931 -36.8878
C -21.0182 -22.2047 -37.5427
O -20.0025 -21.1790 -37.2510
C -18.8345 -21.5744 -37.8719
N -23.3405 -22.7093 -37.0387
H -23.0388 -21.4008 -34.6838
H -21.5324 -20.5395 -34.9425
H -21.8158 -22.2821 -35.0702
H -22.7268 -20.9200 -37.3078
H -21.0260 -22.2612 -38.6573
H -20.8972 -23.0325 -37.2422
H -18.9817 -21.7506 -39.0831
H -18.3267 -22.2853 -37.2297
H -18.0579 -20.7963 -37.6866
H -23.0329 -23.4818 -36.4961
H -24.0769 -22.3598 -36.4250
C -25.6423 -26.5922 -42.7161
C -25.2412 -25.7848 -43.9145
C -25.6433 -24.3705 -43.9520
O -27.0929 -24.1396 -43.9440
C -27.4269 -22.8519 -44.4789
N -23.8936 -25.9655 -44.1127
H -25.3934 -27.5386 -42.9029
H -26.6694 -26.5599 -42.3810
H -24.8257 -26.2740 -41.8232
H -25.9027 -26.2082 -44.7096
H -25.3194 -23.8244 -44.7877
H -25.1471 -24.0429 -42.9794
H -26.9010 -22.4982 -45.2465
H -27.2466 -22.0460 -43.7739
H -28.4423 -22.6834 -44.3888
H -23.3368 -25.5206 -43.4473
H -23.5464 -25.5098 -44.9335
C -27.6772 -22.9871 -40.8648
O -26.9660 -22.1650 -39.9454
H -28.1641 -22.6746 -41.7120
H -28.3450 -23.6036 -40.2035
H -26.6441 -23.5116 -41.1912
H -26.7953 -21.3371 -40.4702
C -25.4529 -20.9866 -43.2049
O -25.6266 -22.1074 -42.3236
H -24.4762 -21.0205 -43.6487
H -25.9602 -19.9914 -42.8609
H -25.7390 -21.1559 -44.1371
H -25.3212 -23.0497 -42.7735

Record 2
58
Properties=species:S:1:pos:R:3 method="wB97M-V/def2-TZVPD" gap_ha=0.3020 e_homo_ev=-7.5812 charge=0 spin_multiplicity=1 de_lowest_ev=3.276
C -5.6631 -2.7523 -1.9863
O -5.7593 -1.8483 -0.9145
C -4.7960 -0.8903 -0.7885
C -3.7384 -0.7205 -1.6425
C -2.7953 0.3001 -1.4347
C -2.9038 1.1544 -0.3720
O -2.0390 2.1888 -0.0939
C -0.9700 2.4169 -0.9686
C 0.0536 1.3270 -0.9407
C 0.4251 0.4426 0.0279
C 1.4755 -0.2977 -0.5752
C 2.1696 -1.4371 0.0988
O 1.4929 -2.3103 0.6077
N 3.5185 -1.4014 0.1125
C 4.2277 -0.2904 -0.4908
C 3.8223 1.0139 0.1189
N 3.4773 1.1794 1.3720
C 3.1422 2.4881 1.5004
C 3.2933 3.1235 0.3033
N 3.7309 2.1763 -0.5811
C 4.0294 2.3838 -1.9705
C 4.2597 -2.3447 0.9536
C 3.8770 -2.1604 2.4205
C 4.0479 -3.7810 0.4802
N 1.6809 0.1151 -1.7992
O 0.8013 1.1257 -2.0396
C -3.9870 1.0081 0.5413
C -4.1380 1.8606 1.6524
C -5.1870 1.7060 2.5164
C -6.1306 0.6918 2.3069
C -6.0083 -0.1520 1.2373
C -4.9390 -0.0178 0.3308
H -4.7373 -3.3347 -1.9393
H -5.7207 -2.2390 -2.9520
H -6.5155 -3.4224 -1.8845
H -3.5963 -1.3644 -2.4953
H -1.9857 0.3762 -2.1430
H -0.5135 3.3501 -0.6164
H -1.3126 2.5668 -2.0028
H 0.0338 0.3248 1.0145
H 5.3001 -0.4495 -0.3451
H 4.0265 -0.2699 -1.5667
H 2.8171 2.8814 2.4418
H 3.1361 4.1414 0.0110
H 5.0808 2.1689 -2.1735
H 3.8251 3.4220 -2.2258
H 3.4083 1.7360 -2.5927
H 5.3195 -2.0940 0.8357
H 2.8558 -2.4920 2.5813
H 4.5421 -2.7405 3.0546
H 3.9495 -1.1077 2.6851
H 4.6670 -4.4531 1.0687
H 4.3206 -3.8795 -0.5683
H 3.0067 -4.0621 0.6003
H -3.4041 2.6366 1.8028
H -5.2931 2.3651 3.3657
H -6.9546 0.5801 2.9963
H -6.7260 -0.9384 1.0644

Record 3
70
Properties=species:S:1:pos:R:3 method="wB97M-V/def2-TZVPD" gap_ha=0.2828 e_homo_ev=-5.3923 charge=-1 spin_multiplicity=1 de_lowest_ev=0.000
Ti -0.2762 0.7438 -1.0776
F 3.6327 6.0320 1.2847
C 3.2913 4.9430 0.5842
C 2.0362 4.3859 0.7261
F 1.1488 4.9191 1.5685
C 1.7284 3.2718 -0.0254
F 0.4857 2.7489 0.1064
C 2.5889 2.6562 -0.9064
S 2.1128 1.2316 -1.8059
C 3.8377 3.2437 -1.0185
F 4.7534 2.7326 -1.8498
C 4.1882 4.3680 -0.2931
F 5.4056 4.9071 -0.4402
Cl 2.6421 -2.4665 4.6107
C 1.5292 -1.5898 3.5769
C 0.4176 -2.2350 3.0596
C -0.4446 -1.5408 2.2238
C -0.2278 -0.2023 1.8852
C -1.1010 0.5245 0.9115
C 0.8858 0.4205 2.4517
C 1.7676 -0.2604 3.2845
H 0.2396 -3.2774 3.2938
H -1.2969 -2.0591 1.8010
H -1.2273 1.5597 1.2349
H -2.0855 0.0668 0.8242
H 1.0724 1.4659 2.2345
H 2.6324 0.2388 3.7025
F -2.0382 -0.1619 -3.3993
C -0.7581 0.2411 -3.1270
F -0.5868 1.3950 -3.8778
F 0.0258 -0.6659 -3.7794
Cl -3.4060 6.4939 2.3984
C -3.0324 5.1874 1.2895
C -3.6191 3.9479 1.4608
C -3.3073 2.9192 0.5788
C -2.4138 3.0926 -0.4791
C -2.0595 1.9768 -1.4129
C -1.8547 4.3636 -0.6216
C -2.1504 5.4049 0.2468
H -4.3114 3.7878 2.2774
H -3.7654 1.9467 0.7225
H -1.8849 2.3796 -2.4101
H -2.8751 1.2585 -1.4934
H -1.1619 4.5413 -1.4378
H -1.6968 6.3792 0.1184
C -2.4368 -6.1390 -0.2207
C -3.3738 -5.2056 -0.6431
C -2.9835 -3.8955 -0.8871
C -1.6580 -3.4808 -0.7335
C -0.7258 -4.4323 -0.2995
C -1.1154 -5.7406 -0.0450
C -1.3644 -2.0455 -0.9740
C -0.2118 -1.3767 -1.0096
C 1.1211 -2.0678 -0.9973
C 2.0129 -1.9481 0.0664
C 3.2391 -2.5991 0.0511
C 3.6034 -3.3801 -1.0372
C 2.7249 -3.5035 -2.1081
C 1.4999 -2.8519 -2.0872
H -2.7331 -7.1615 -0.0220
H -4.4098 -5.4930 -0.7776
H -3.7192 -3.1666 -1.2106
H 0.3070 -4.1482 -0.1422
H -0.3753 -6.4540 0.2986
H -2.2805 -1.4661 -1.0919
H 1.7548 -1.3328 0.9164
H 3.9101 -2.4865 0.8949
H 4.5646 -3.8794 -1.0565
H 2.9924 -4.1066 -2.9679
H 0.8160 -2.9555 -2.9184

Record 4
26
Properties=species:S:1:pos:R:3 method="wB97M-V/def2-TZVPD" gap_ha=0.3487 e_homo_ev=-12.6563 charge=+1 spin_multiplicity=1 de_lowest_ev=4.682
H 2.1725 -3.2745 -1.5800
N 2.0067 -2.3486 -1.1620
C 0.9208 -1.8076 -0.7931
S -0.7651 -2.2791 -0.4665
C -0.1988 -0.5169 -0.2765
C -0.6715 0.4267 -1.3521
C -1.9667 0.4845 -1.6968
C 0.2995 1.1850 -2.2216
N 0.0462 0.0460 1.0549
C -1.2840 0.2331 1.6999
C 0.7574 1.3153 0.9464
C 0.8875 -0.9140 1.9730
H -2.3314 1.3214 -2.3195
H -2.9301 0.1094 -1.2508
H -0.0283 1.5341 -3.2568
H 0.7071 2.1292 -1.7719
H 1.2420 0.6406 -2.4512
H -1.6295 -0.8454 1.8187
H -1.1840 0.6453 2.6471
H -1.9634 0.8284 1.0720
H 0.3567 1.9421 0.2084
H 0.5843 1.6362 2.0020
H 1.7782 1.0014 0.7203
H 1.1994 -0.3492 2.8465
H 0.2491 -1.8098 2.3265
H 1.7453 -1.3335 1.2832

Record 5
21
Properties=species:S:1:pos:R:3 method="wB97M-V/def2-TZVPD" gap_ha=0.3204 e_homo_ev=-12.5834 charge=+1 spin_multiplicity=1 de_lowest_ev=2.483
C 0.1990 2.6878 0.4537
C -0.4496 1.3487 0.4123
N 0.4254 0.2695 0.6863
C 0.4945 -0.8587 0.2097
N 1.1427 -1.9144 0.6568
N -0.0157 -1.2367 -1.3449
C -1.7842 1.3005 0.0950
F -2.3281 2.3976 -0.4002
C -2.5447 -0.0287 0.1895
F -3.2906 -0.3664 -1.0176
C -2.5009 -1.0357 1.0818
F -2.8999 -2.1895 0.5438
H 0.4629 3.0948 -0.5000
H 1.1631 2.6656 1.0721
H -0.3814 3.4143 0.9405
H 1.6236 -1.7767 1.5588
H 1.0162 -2.8420 0.2689
H 0.8881 -1.0693 -1.9193
H -0.8173 -0.5439 -1.6082
H -0.3630 -2.2067 -1.4457
H -2.0045 -0.9464 2.0797

Record 6
179
Properties=species:S:1:pos:R:3 method="wB97M-V/def2-TZVPD" gap_ha=0.3047 e_homo_ev=-7.8961 charge=0 spin_multiplicity=1 de_lowest_ev=0.653
C 32.7327 -2.3165 10.1410
C 31.6042 -2.9014 11.0031
C 31.3707 -4.3749 10.6721
C 32.1233 -2.7720 12.4544
C 31.0347 -2.9655 13.5068
C 29.8602 -2.0104 13.2133
C 29.3210 -2.1101 11.7843
C 28.4664 -3.3861 11.6306
C 28.3873 -0.9215 11.5589
N 30.4366 -2.0270 10.8480
O 29.9501 -2.0958 9.5106
H 32.9388 -1.2969 10.4656
H 33.6146 -2.9496 10.2225
H 32.4382 -2.2497 9.0916
H 32.3078 -4.9207 10.5436
H 30.7810 -4.9515 11.3853
H 30.8469 -4.4458 9.7147
H 32.9544 -3.4496 12.6597
H 32.5406 -1.7685 12.5817
H 30.6028 -3.9705 13.4829
H 31.4297 -2.7946 14.5083
H 30.2160 -1.0052 13.4656
H 29.0563 -2.1822 13.9307
H 27.4096 -3.1360 11.7526
H 28.6750 -4.1272 12.4038
H 28.5289 -3.8277 10.6364
H 27.5256 -0.9000 12.2262
H 27.9858 -0.8993 10.5432
H 28.9030 0.0386 11.6644
H 30.3738 -1.3315 9.1076
C 23.0213 -1.5884 22.6386
C 24.3801 -1.4853 23.3545
C 25.0482 -2.8635 23.3859
C 25.3504 -0.5785 22.5752
C 25.1119 0.8971 22.7951
C 25.2009 1.2193 24.2783
C 24.2630 0.3945 25.1540
C 24.8506 0.4192 26.5753
C 22.8402 0.9809 25.2090
N 24.2778 -1.0192 24.7460
O 23.4181 -1.8202 25.5163
H 22.2235 -1.9644 23.2709
H 22.7361 -0.6432 22.1670
H 23.2513 -2.2290 21.7841
H 26.0148 -2.7823 23.8895
H 24.4970 -3.6007 23.9740
H 25.2099 -3.2726 22.3877
H 26.3602 -0.8125 22.9106
H 25.1995 -0.7936 21.5130
H 25.9314 1.4696 22.3454
H 24.2382 1.3929 22.3630
H 24.8555 2.2539 24.3631
H 26.2344 1.1720 24.6237
H 25.7516 -0.1951 26.6505
H 24.1139 0.2184 27.3530
H 25.2930 1.3866 26.8498
H 22.3276 0.9024 24.2490
H 22.9622 2.0375 25.4596
H 22.2250 0.5099 25.9722
H 23.9926 -2.1709 26.2060
C 20.4962 -2.4059 19.1306
O 21.5470 -1.9330 18.3373
C 22.8423 -2.3090 18.8015
C 23.8626 -1.3994 18.1052
C 23.5458 0.0716 18.4010
N 23.7979 -1.5452 16.6376
H 20.4594 -1.9145 20.1086
H 20.4482 -3.4953 19.2575
H 19.5865 -2.1590 18.5756
H 22.9689 -2.2396 19.8849
H 22.9748 -3.3516 18.4915
H 24.8702 -1.7128 18.3921
H 23.3802 0.2983 19.4577
H 22.6010 0.2948 17.9065
H 24.3441 0.6743 17.9748
H 22.8063 -1.5231 16.4156
H 24.1370 -2.4897 16.4267
C 27.4484 -0.3661 15.2845
O 27.8826 0.3369 16.4104
C 26.9532 0.4291 17.4787
C 27.5693 1.2659 18.5996
C 26.4347 1.7823 19.5014
N 28.2461 2.4212 18.0370
H 27.5148 -1.4539 15.4532
H 28.1020 -0.0805 14.4646
H 26.3922 -0.2637 15.0036
H 26.0456 0.9033 17.0832
H 26.7040 -0.5832 17.8300
H 28.2500 0.6551 19.2000
H 25.8533 0.9630 19.9256
H 25.7820 2.4535 18.9425
H 26.8675 2.3538 20.3248
H 28.6814 2.1647 17.1549
H 27.5774 3.1471 17.7690
C 31.4540 2.1538 15.5044
O 31.2463 3.3491 16.2215
C 31.8494 4.4966 15.6359
C 33.3499 4.5436 15.8418
C 33.7596 4.5171 17.3295
N 34.0135 5.7121 15.2142
H 31.3272 1.2846 16.1513
H 32.4776 2.0574 15.1277
H 30.7730 2.0681 14.6514
H 31.6274 4.5492 14.5633
H 31.3656 5.3172 16.1673
H 33.8718 3.6537 15.4600
H 33.2740 5.3884 17.7832
H 34.8301 4.5722 17.5063
H 33.3021 3.6604 17.8213
H 35.0109 5.5478 15.3070
H 33.8586 5.6225 14.2104
C 29.5523 -2.5296 18.3966
O 29.3833 -2.2408 19.7489
C 30.4606 -1.5207 20.3037
C 30.4014 -1.5602 21.8318
C 29.1401 -0.9007 22.3378
N 31.5713 -0.8809 22.4166
H 30.1592 -3.4320 18.2195
H 30.0486 -1.7534 17.8002
H 28.5862 -2.7066 17.9246
H 31.4205 -1.9798 20.0154
H 30.5049 -0.4980 19.9101
H 30.4702 -2.6252 22.0702
H 28.2192 -1.2339 21.8514
H 29.1802 0.1642 22.0761
H 28.9736 -0.9913 23.4115
H 31.4839 0.1430 22.3956
H 32.2965 -1.0120 21.7099
C 28.0941 5.0824 15.9391
O 27.1112 4.8344 16.9133
C 26.9455 5.9772 17.7393
C 26.2733 5.6370 19.0682
C 24.8034 5.3001 18.8881
N 26.3289 6.7706 19.9875
H 29.0503 5.3631 16.3878
H 27.7689 5.8378 15.2117
H 28.2745 4.1956 15.3266
H 27.8991 6.4566 17.9929
H 26.3758 6.7192 17.1607
H 26.7555 4.7518 19.4915
H 24.6917 4.4900 18.1599
H 24.2987 6.1533 18.4225
H 24.2849 4.9872 19.7909
H 27.2677 7.1232 20.1356
H 25.7758 7.5217 19.5885
C 32.9894 2.2347 22.0089
O 31.7910 1.7978 21.3556
C 31.6106 2.4183 20.0924
C 30.9629 3.8214 20.1888
C 29.7837 3.7605 21.1450
N 30.4991 4.2589 18.8647
H 33.7911 1.6114 21.6097
H 32.9114 2.0963 23.0867
H 33.1288 3.3070 21.8649
H 32.5066 2.3974 19.4613
H 30.9014 1.7722 19.5660
H 31.7086 4.5172 20.5874
H 29.0881 4.5858 20.9722
H 30.1276 3.9437 22.1676
H 29.2416 2.8147 21.1394
H 30.9490 3.7272 18.1103
H 29.5791 3.8063 18.7905
C 26.0943 -5.9043 12.3047
O 25.5888 -5.1516 13.3783
C 26.3166 -5.3767 14.5812
C 25.8098 -4.3675 15.6109
C 26.5617 -4.5150 16.9176
N 24.3789 -4.3855 15.8033
H 25.3669 -5.9122 11.4918
H 26.2990 -6.9543 12.5361
H 26.9915 -5.4314 11.9000
H 26.2072 -6.4183 14.9094
H 27.3659 -5.1767 14.3234
H 26.0467 -3.3878 15.1798
H 27.6428 -4.5367 16.7749
H 26.2019 -5.3944 17.4592
H 26.3936 -3.6858 17.6108
H 23.8966 -4.1192 14.9525
H 23.9993 -5.2901 16.0616

Record 7
16
Properties=species:S:1:pos:R:3 method="wB97M-V/def2-TZVPD" gap_ha=0.3826 e_homo_ev=-10.2182 charge=0 spin_multiplicity=1 de_lowest_ev=2.695
C -1.0814 0.3291 -1.9807
N -0.6807 1.6065 -1.3487
C -0.4137 1.6729 -0.0319
O 0.0492 2.6193 0.5271
O -0.6445 0.6451 0.8641
H -1.0360 0.4511 -3.1317
H -0.1556 -0.2622 -1.9830
H -2.0423 -0.2528 -1.6559
H -0.7292 2.5557 -1.6967
H -1.0055 -0.3125 0.6060
O 2.5716 -1.6622 0.2402
H 3.2290 -2.0674 -0.2474
H 2.2472 -0.7199 0.3219
O -0.0870 -1.4348 3.4885
H 0.6044 -1.7577 2.9182
H -0.8256 -1.4104 3.1100